{
  "formula": "C26H43BrN6P2Re",
  "method": "ωB97M-V/def2-TZVPD",
  "molar_mass_da": 767.73,
  "spin_multiplicity": 4,
  "s2": 3.8409,
  "e_above_lowest_kj_mol": 0.0,
  "fmax_ha_per_bohr": 0.0895,
  "charge": 4,
  "lumo_ev": [-12.662, -13.794],
  "elements": ["N", "C", "C", "C", "C", "C", "C", "Re", "P", "C", "C", "C", "C", "C", "C", "C", "Br", "H", "H", "H", "H", "H", "H", "H", "H", "H", "H", "P", "C", "C", "H", "H", "H", "H", "H", "C", "C", "H", "H", "H", "H", "H", "C", "C", "H", "H", "H", "H", "H", "C", "C", "H", "H", "H", "H", "H", "C", "C", "H", "H", "H", "H", "H", "C", "C", "H", "H", "H", "H", "H", "N", "N", "N", "C", "N", "N", "H", "H", "H"],
  "xyz": [[7.79215, -2.09108, -5.70083], [8.05283, -2.37360, -4.42127], [7.19254, -1.99719, -3.37976], [5.97939, -1.33623, -3.69068], [5.73820, -1.03075, -5.05362], [6.67884, -1.43244, -6.01539], [4.98490, -1.04839, -2.66384], [0.70435, 0.63360, 1.19837], [-5.47401, -2.19761, 1.75484], [3.68319, -0.78130, -2.95293], [2.63218, -0.73624, -1.95132], [1.30302, -1.08903, -2.31942], [0.28785, -1.21961, -1.36795], [0.63349, -0.81154, -0.08619], [2.01438, -0.73447, 0.42892], [2.98137, -0.48163, -0.62827], [-1.28873, -0.58868, 2.02306], [5.32675, -1.15628, -1.62957], [3.35981, -0.72274, -3.99335], [7.45545, -2.25374, -2.35262], [4.83886, -0.50293, -5.36492], [8.98095, -2.91547, -4.21012], [6.51074, -1.20834, -7.07560], [1.13865, -1.28883, -3.38202], [3.98835, -0.13974, -0.38054], [-0.73248, -1.52921, -1.58371], [2.33670, -1.31713, 1.30069], [-0.65852, 1.94138, 0.04483], [-4.02654, -3.28691, 2.05407], [-4.43637, -4.75624, 1.97818], [-3.63576, -3.04131, 3.05166], [-3.26029, -3.04230, 1.30610], [-3.64359, -5.37869, 2.39853], [-5.35296, -4.94752, 2.54462], [-4.60147, -5.08081, 0.94731], [-5.28014, -1.81282, -0.03093], [-6.60214, -1.37815, -0.65880], [-4.91385, -2.73377, -0.50599], [-4.50980, -1.03517, -0.12325], [-6.50854, -1.37731, -1.74716], [-7.41783, -2.05766, -0.39393], [-6.88863, -0.36863, -0.35143], [-4.96985, -0.62968, 2.57502], [-5.52117, -0.56290, 3.99662], [-5.36675, 0.19201, 1.95936], [-3.87059, -0.57939, 2.56406], [-5.34692, 0.43459, 4.40714], [-6.59845, -0.75569, 4.01214], [-5.03780, -1.28660, 4.66027], [-1.44439, 3.24847, 1.10314], [-1.06670, 4.71237, 0.85333], [-1.23271, 2.97641, 2.15009], [-2.52768, 3.11521, 0.97468], [-0.02620, 4.93077, 1.12045], [-1.23857, 5.01331, -0.18533], [-1.70535, 5.35353, 1.47477], [-2.05508, 1.34632, -0.98267], [-1.82958, 1.23237, -2.48580], [-2.88016, 2.04066, -0.77025], [-2.33247, 0.37579, -0.54407], [-1.57406, 2.19961, -2.93039], [-1.05233, 0.50536, -2.74303], [-2.76193, 0.89807, -2.95731], [0.53692, 2.86727, -0.99974], [1.87496, 2.87833, -0.26403], [0.12008, 3.87220, -1.12145], [0.59095, 2.37652, -1.98103], [2.70477, 2.85305, -0.97670], [1.97423, 3.76927, 0.36731], [2.03534, 1.98269, 0.41732], [4.45778, 1.70534, 4.87350], [3.16026, 1.48087, 4.45785], [2.15266, 2.17641, 5.03783], [1.19681, 2.08824, 4.11206], [1.63050, 1.45840, 2.98686], [2.93668, 1.17955, 3.15294], [5.04608, 0.94974, 4.55098], [4.46786, 1.84177, 5.87331], [0.18962, 2.46629, 4.24501]],
  "lowdin_spin": [0.173, 0.001, 0.050, 0.153, 0.177, -0.012, 0.044, 0.893, 0.624, 0.226, 0.006, 0.015, -0.035, -0.023, -0.007, 0.127, 0.114, -0.002, 0.006, 0.001, 0.005, -0.002, -0.003, 0.001, 0.004, -0.002, -0.002, 0.027, 0.090, 0.012, 0.001, 0.016, 0.000, 0.004, 0.000, 0.092, 0.011, 0.001, 0.017, 0.000, 0.004, 0.000, 0.093, 0.011, 0.000, 0.016, 0.000, 0.003, 0.000, 0.002, 0.000, 0.001, 0.000, 0.000, 0.000, 0.000, 0.013, 0.001, 0.001, 0.001, 0.000, 0.000, 0.001, 0.010, 0.005, 0.000, 0.000, 0.000, 0.000, 0.004, 0.000, 0.000, 0.003, 0.006, 0.021, 0.001, 0.000, 0.000, 0.000]
}

{
  "formula": "H20NO8",
  "method": "ωB97M-V/def2-TZVPD",
  "molar_mass_da": 162.16,
  "e_above_lowest_kj_mol": 81.4,
  "fmax_ha_per_bohr": 0.0155,
  "charge": 1,
  "lumo_ev": -3.028,
  "elements": ["N", "H", "H", "H", "H", "O", "H", "H", "O", "H", "H", "O", "H", "H", "O", "H", "H", "O", "H", "H", "O", "H", "H", "O", "H", "H", "O", "H", "H"],
  "xyz": [[-26.32982, 6.25909, 9.97319], [-26.99813, 5.52996, 10.17771], [-25.71615, 6.41944, 10.75919], [-26.76293, 7.12783, 9.69425], [-25.75556, 5.97706, 9.19166], [-25.58727, 5.39375, 7.41965], [-26.17702, 5.17172, 6.69913], [-24.84414, 5.82470, 6.99742], [-28.62441, 4.25423, 8.30265], [-29.50117, 3.89000, 8.42462], [-28.28972, 3.81707, 7.51965], [-28.69931, 5.19732, 11.62543], [-28.32706, 5.50409, 12.45220], [-29.61434, 5.47660, 11.65594], [-24.62724, 6.89473, 11.81781], [-24.45349, 6.38012, 12.60599], [-23.95875, 7.57977, 11.82625], [-27.62520, 8.16101, 8.20480], [-27.12577, 8.29106, 7.39864], [-28.37443, 7.62761, 7.93953], [-26.55662, 9.47176, 11.28931], [-25.76299, 8.94786, 11.39849], [-26.62006, 9.61744, 10.34539], [-25.09182, 2.57540, 7.78195], [-25.50941, 1.88818, 8.30115], [-25.60681, 3.36115, 7.96532], [-25.64866, 3.40217, 10.46598], [-25.52505, 3.26320, 11.40493], [-26.13968, 2.63474, 10.17239]],
  "mulliken_charge": [-0.095, 0.258, 0.296, 0.337, 0.335, -0.586, 0.283, 0.245, -0.543, 0.276, 0.292, -0.615, 0.306, 0.302, -0.617, 0.277, 0.293, -0.667, 0.314, 0.318, -0.613, 0.285, 0.312, -0.590, 0.297, 0.293, -0.553, 0.255, 0.304]
}